C21H25Cl4O5 | wB97M-V/def2-TZVPD

Geometry as XYZ:
```
55
Properties=species:S:1:pos:R:3:forces:R:3:nbo_charge:R:1
Cl 1.758779 0.291577 -7.027482 0.105 -0.055 -0.100 0.087
C 2.161140 -0.224468 -5.454282 -0.872 -0.916 0.602 -0.121
C 1.662718 -1.376788 -4.917096 0.677 0.955 -0.777 -0.107
Cl 0.762200 -2.493350 -5.842634 -0.091 0.135 0.104 0.090
C 2.019220 -1.814104 -3.534546 -0.223 -1.443 0.581 0.479
O 1.831434 -2.966263 -3.156101 0.111 2.007 -0.735 -0.456
C 2.740940 -0.812674 -2.691082 1.505 0.130 -0.710 -0.078
Cl 3.428253 -1.526665 -1.291598 -0.271 0.155 -0.413 0.100
C 3.258115 0.325138 -3.240181 -0.362 -0.874 0.502 -0.103
Cl 4.394839 1.285542 -2.414143 -0.116 0.028 0.003 0.101
C 3.019489 0.709883 -4.666723 0.482 1.440 -0.233 0.474
O 3.524755 1.714384 -5.163320 -0.913 -1.845 0.756 -0.465
C 4.019236 0.272721 2.312921 0.246 0.058 0.256 -0.619
C 3.103159 0.503215 1.150928 -0.504 -0.222 0.131 -0.071
O 1.847840 0.994894 1.625120 1.294 -0.303 0.027 -0.543
C 0.938574 1.143593 0.630362 -2.331 0.921 -0.379 0.753
C -0.335894 1.554752 1.175488 1.025 0.146 -0.763 -0.426
C -1.521476 1.768293 0.409933 0.285 -0.179 0.574 0.532
O -2.628745 1.934011 0.968064 -0.136 0.334 -0.168 -0.731
C -1.478814 1.756932 -1.101644 0.379 0.246 0.136 -0.486
C -1.611092 0.332307 -1.609090 0.122 -0.066 -0.304 -0.389
C -2.995680 -0.293990 -1.355416 0.162 -0.182 -0.298 -0.402
C -2.956617 -1.506075 -0.411213 -0.288 -0.156 -0.046 -0.396
C -3.437680 -1.237861 1.022389 -0.094 0.168 0.266 -0.424
C -2.617444 -1.966086 2.099623 0.064 0.213 -0.021 -0.386
C -1.358618 -1.197684 2.524861 0.248 -0.169 -0.216 -0.408
C -1.619630 -0.050018 3.499344 -0.097 -0.102 -0.041 -0.406
C -0.415168 0.885129 3.667839 -0.229 -0.023 0.254 -0.385
C -0.337084 1.984923 2.615142 -0.411 0.029 -0.031 -0.403
O 1.247522 0.933106 -0.551681 0.347 -0.311 0.103 -0.759
H 4.946432 -0.146244 1.918225 0.133 -0.016 0.110 0.197
H 4.257614 1.202428 2.836083 -0.053 -0.097 0.052 0.203
H 3.593048 -0.448721 3.017327 0.021 0.168 -0.037 0.207
H 3.521104 1.203016 0.424337 0.039 -0.071 -0.003 0.177
H 2.927017 -0.449035 0.645717 -0.026 0.461 0.210 0.179
H -2.309137 2.375072 -1.463913 0.133 -0.048 0.044 0.198
H -0.511290 2.168138 -1.412028 -0.280 -0.037 -0.160 0.230
H -1.394896 0.326634 -2.686130 -0.020 -0.036 0.045 0.181
H -0.813176 -0.258462 -1.141586 -0.175 0.031 -0.089 0.217
H -3.683184 0.469377 -0.971130 0.106 -0.160 -0.008 0.219
H -3.387008 -0.624417 -2.327439 -0.065 0.072 0.160 0.183
H -3.601785 -2.287105 -0.837148 0.205 -0.054 0.092 0.185
H -1.939362 -1.919496 -0.392481 -0.120 0.075 -0.012 0.193
H -3.424799 -0.156897 1.225669 0.077 -0.254 -0.048 0.249
H -4.489231 -1.548189 1.102385 0.122 0.060 -0.019 0.182
H -3.259182 -2.122128 2.976357 0.142 -0.121 0.018 0.185
H -2.305595 -2.949245 1.724807 -0.213 -0.025 0.055 0.185
H -0.640111 -1.892805 2.987839 -0.123 0.079 -0.008 0.180
H -0.844695 -0.799256 1.636267 -0.225 -0.103 0.157 0.226
H -2.489829 0.529158 3.161631 0.187 -0.001 0.004 0.221
H -1.887889 -0.486896 4.473257 0.001 0.046 -0.087 0.175
H -0.509169 1.371539 4.644840 0.176 -0.025 0.102 0.179
H 0.516121 0.309285 3.664236 -0.058 -0.049 0.089 0.191
H 0.556517 2.601807 2.793737 -0.235 -0.079 0.147 0.192
H -1.231791 2.608065 2.725360 0.139 0.065 0.126 0.215
```
Forces are in eV/Å.

**Net charge**: -1
**Energy above the lowest of the compared OMol25 structures with the same formula, charge and spin**: 0.00 kJ/mol
**Largest force on an atom**: 2.54 eV/A
**Frontier orbital gap**: 3.3 eV
**HOMO energy**: -3.454 eV

C3H6O2 | wB97M-V/def2-TZVPD

Geometry as XYZ:
```
11
Properties=species:S:1:pos:R:3:forces:R:3:nbo_charge:R:1
C -1.456294 -0.382977 -1.509504 -1.885 -2.354 1.738 -0.530
C -0.886660 -0.470850 -0.337578 -2.644 -1.052 -1.370 -0.062
C 1.198586 0.525869 0.033150 2.771 2.664 2.157 -0.096
O 1.032568 0.603576 2.411202 -0.813 1.078 0.297 -0.417
O 1.670056 0.083594 1.299845 1.146 -1.633 -3.287 -0.270
H -2.367434 -0.958620 -1.863793 0.809 -0.079 0.990 0.207
H -1.252697 0.201911 -2.305273 1.449 2.540 -2.169 0.199
H -1.038596 -1.149941 0.473469 -0.004 -0.151 0.553 0.165
H 1.094165 1.630028 0.083374 -0.323 -0.745 -0.466 0.160
H 1.575970 0.035148 -0.881224 -0.057 -0.084 1.157 0.187
H 0.430335 -0.117738 2.596331 -0.448 -0.184 0.401 0.457
```
Forces are in eV/Å.

**Multiplicity**: 3
**Energy above the lowest of the compared OMol25 structures with the same formula, charge and spin**: 478.15 kJ/mol
**Largest force on an atom**: 4.41 eV/A
**Frontier orbital gap (spin up / spin down)**: 7.1 / 8.9 eV
**HOMO energy (spin up / spin down)**: -6.241 / -10.271 eV

H4O2 | wB97M-V/def2-TZVPD

Geometry as XYZ:
```
6
Properties=species:S:1:pos:R:3:forces:R:3:nbo_charge:R:1
O -0.568034 -0.911915 -0.264929 -0.591 -1.630 1.066 -0.941
H -0.684025 -1.085789 -1.181067 0.054 0.424 -1.684 0.471
H -0.861598 -1.800882 0.045637 0.415 1.083 0.487 0.481
O 0.859526 1.514491 0.217720 -0.394 -0.568 0.993 -0.978
H 1.005272 1.523079 1.207186 -0.540 -0.359 -1.875 0.469
H 0.248860 0.761015 -0.024547 1.055 1.050 1.013 0.497
```
Forces are in eV/Å.

**Structure (SMILES)**: O.O
**Energy above the lowest of the compared OMol25 structures with the same formula, charge and spin**: 23.29 kJ/mol
**Largest force on an atom**: 2.04 eV/A
**Frontier orbital gap**: 11.2 eV
**HOMO energy**: -10.678 eV

C27H37CoN4O3Si | wB97M-V/def2-TZVPD

Geometry as XYZ:
```
73
Properties=species:S:1:pos:R:3:forces:R:3:mulliken_charge:R:1
Co -0.116594 0.131349 -0.058259 -0.198 -0.334 -0.204 0.021
C 5.556731 3.488020 -2.456910 -0.132 -0.027 0.050 -1.616
C 4.565726 2.554104 -1.804598 0.107 0.161 -0.082 0.051
C 4.874439 1.255956 -1.511138 0.112 -0.052 0.007 -0.770
C 3.951516 0.370953 -0.895565 0.078 0.018 0.021 0.686
C 4.399008 -0.942159 -0.639228 0.119 0.350 -0.257 -0.553
N 3.958630 -1.889881 0.142466 -0.307 -0.304 0.303 0.086
C 2.961342 -1.884235 1.230159 0.097 -0.089 -0.042 0.011
C 3.376579 -2.932951 2.266793 0.013 0.051 -0.063 -1.361
C 2.321534 -3.140236 3.351959 0.034 0.157 0.092 -0.175
N 2.111940 -1.869414 4.073904 0.377 -0.307 -0.086 -0.013
C 1.073145 -1.096165 3.892835 -0.267 0.148 0.031 -0.502
C -0.205182 -1.528562 3.506677 -0.097 -0.056 -0.034 0.139
C -0.859473 -2.677569 4.015443 0.107 -0.050 0.002 -0.349
C -2.147745 -2.963222 3.665366 -0.071 -0.180 0.021 0.478
C -2.899775 -4.125310 4.263327 -0.029 0.082 -0.072 -1.748
C -2.754537 -2.144021 2.679957 -0.170 -0.155 -0.028 -0.324
C -2.127239 -1.086681 2.081715 -0.057 0.077 -0.178 0.541
C -2.734640 -0.435114 0.921417 -0.044 -0.151 0.245 -0.571
N -2.044444 0.166522 0.043687 -0.146 0.108 -0.299 0.841
C -2.679615 0.857059 -1.069359 0.048 0.081 0.087 -0.925
C -2.472021 2.378444 -0.923417 0.093 -0.053 0.007 -0.747
C -1.289459 2.767062 -0.029435 -0.067 -0.124 -0.066 -0.956
N -0.057546 2.034902 -0.342272 -0.287 0.228 0.038 0.233
C 0.954304 2.709140 -0.719522 0.356 0.071 -0.027 0.172
C 2.288380 2.172250 -0.975000 -0.205 0.031 0.003 -0.071
C 3.259176 2.990195 -1.497338 0.079 0.194 -0.079 -0.527
C 2.599766 0.803461 -0.683662 0.122 0.112 0.041 0.294
O 1.742245 -0.023027 -0.297243 0.135 -0.417 0.133 -0.468
C -0.818285 -0.686682 2.530208 -0.046 -0.034 0.077 0.532
O -0.182963 0.293651 2.059810 0.181 0.345 0.011 -0.845
H 6.567266 3.083522 -2.415721 -0.028 -0.007 0.008 0.371
H 5.305423 3.650980 -3.506973 0.005 0.006 0.018 0.332
H 5.563979 4.463022 -1.966985 0.006 -0.034 0.000 0.372
H 5.874267 0.888987 -1.730708 -0.068 0.007 0.015 0.376
H 5.295443 -1.238611 -1.178914 -0.021 0.035 -0.024 0.424
H 4.440386 -2.770734 0.031072 0.009 -0.020 0.066 0.365
H 2.951503 -0.888295 1.664499 0.014 0.081 -0.015 0.490
H 1.957906 -2.067118 0.834856 -0.029 -0.005 -0.094 -0.140
H 3.527239 -3.903685 1.781918 -0.013 0.036 0.006 0.535
H 4.330819 -2.651136 2.726106 0.001 -0.056 -0.026 0.374
H 1.372678 -3.426026 2.908019 -0.084 -0.003 -0.020 -0.034
H 2.632436 -3.924839 4.038453 -0.010 0.037 0.084 0.350
H 2.951142 -1.422901 4.417207 0.036 -0.037 0.003 0.329
H 1.235174 -0.027924 4.017380 0.021 -0.027 0.003 0.464
H -0.356826 -3.298695 4.752506 -0.001 0.061 -0.032 0.390
H -2.258536 -4.708122 4.924019 -0.007 0.019 -0.018 0.384
H -3.758294 -3.784644 4.846509 0.024 -0.006 -0.021 0.384
H -3.276826 -4.793270 3.485013 0.021 0.030 0.029 0.365
H -3.757627 -2.399416 2.342420 0.060 -0.036 0.031 0.417
H -3.817117 -0.514398 0.787708 0.015 0.037 0.087 0.353
H -2.200346 0.502823 -1.981451 0.026 -0.043 -0.039 0.311
H -3.742631 0.617538 -1.137673 -0.032 -0.019 0.032 0.500
H -2.351229 2.818939 -1.914107 -0.020 0.006 0.000 0.335
H -3.361327 2.825080 -0.476707 -0.005 0.032 -0.013 0.353
H -1.121125 3.843324 -0.096485 0.012 0.035 -0.021 0.520
H -1.527967 2.527522 1.006591 0.034 -0.016 0.050 0.242
H 0.841072 3.788359 -0.842424 0.072 0.000 -0.028 0.287
H 2.996144 4.026568 -1.699653 0.047 -0.048 -0.021 0.447
C 0.763288 -3.560574 -2.169489 0.056 -0.049 -0.089 -1.204
Si -0.443140 -3.167450 -0.782752 0.062 0.120 -0.176 0.672
C -0.289482 -4.572947 0.453470 0.050 -0.092 0.068 -0.820
C -2.173413 -3.219513 -1.504118 -0.148 -0.029 -0.005 -1.179
O -0.110593 -1.757734 -0.102137 0.018 -0.082 0.346 -0.529
H 0.464991 -4.471464 -2.701847 0.076 0.093 0.027 0.386
H 1.778594 -3.721075 -1.781984 -0.116 0.050 -0.058 0.249
H 0.803360 -2.741309 -2.895750 0.022 -0.085 0.043 0.276
H -0.620119 -5.520211 0.010987 0.045 0.094 0.071 0.516
H -0.897162 -4.381976 1.340878 -0.019 -0.022 0.061 0.055
H 0.751845 -4.710891 0.773734 -0.085 0.018 -0.014 0.144
H -2.363440 -4.165585 -2.023510 -0.011 0.107 0.049 0.424
H -2.317778 -2.407859 -2.226154 -0.013 -0.063 0.047 0.290
H -2.931119 -3.113700 -0.717883 0.045 -0.002 -0.087 0.261
```
Forces are in eV/Å.

**Net charge**: +1
**Multiplicity**: 2
**Energy above the lowest of the compared OMol25 structures with the same formula, charge and spin**: 0.00 kJ/mol
**Largest force on an atom**: 0.53 eV/A
**Frontier orbital gap (spin up / spin down)**: 6.8 / 6.8 eV
**HOMO energy (spin up / spin down)**: -10.004 / -10.058 eV

H22O11 | wB97M-V/def2-TZVPD

Geometry as XYZ:
```
33
Properties=species:S:1:pos:R:3:forces:R:3:nbo_charge:R:1
O -24.835880 9.259950 20.644500 0.125 0.008 0.494 -0.972
H -24.527650 10.161950 20.557170 0.243 0.172 0.088 0.476
H -25.268180 9.072330 19.811350 -0.451 -0.081 -0.496 0.491
O -23.885040 6.508520 20.753400 0.266 -0.563 -0.291 -0.972
H -24.134500 7.366270 20.409490 0.078 0.698 0.099 0.488
H -24.687180 6.165270 21.147080 -0.126 -0.080 0.535 0.477
O -27.144910 5.758490 19.488470 -0.213 -0.577 0.469 -0.961
H -26.954830 4.930180 19.048000 0.312 -0.339 -0.425 0.507
H -28.099680 5.824910 19.473090 -0.465 -0.021 0.093 0.493
O -24.115540 4.188740 23.765810 0.125 -0.033 0.225 -0.938
H -23.873800 3.279940 23.944370 0.190 -0.187 0.105 0.460
H -24.860490 4.125890 23.168030 -0.230 0.266 -0.319 0.472
O -20.997400 9.233060 19.706800 0.350 0.131 0.370 -0.958
H -21.884320 8.948960 19.485670 -0.516 -0.221 -0.127 0.492
H -20.512150 9.166860 18.884380 0.176 0.032 -0.136 0.461
O -20.698350 5.638740 18.945680 0.166 -0.306 -0.215 -0.941
H -20.518180 6.553240 18.727840 -0.027 0.221 0.043 0.465
H -21.360610 5.682320 19.635420 -0.184 0.115 0.312 0.476
O -24.191860 5.157970 18.209750 -0.363 -0.408 -0.695 -0.948
H -23.706410 5.122580 19.033960 0.191 0.273 0.393 0.495
H -24.915110 5.760600 18.382900 -0.034 0.224 0.156 0.450
O -23.259040 8.345760 18.199850 0.179 0.212 0.080 -0.964
H -23.005170 8.833860 17.416560 0.073 0.136 -0.247 0.476
H -24.022220 7.835930 17.928070 -0.234 -0.313 -0.033 0.493
O -21.635920 7.693720 22.939220 0.208 0.010 0.320 -0.947
H -22.582190 7.772330 22.818290 -0.290 -0.140 -0.108 0.474
H -21.260640 8.050870 22.134340 0.141 0.130 -0.308 0.473
O -26.372380 5.190370 22.190480 0.248 -0.096 0.230 -0.962
H -27.022230 4.662020 22.653910 -0.195 -0.049 0.298 0.478
H -26.599620 5.093490 21.265710 -0.198 0.131 -0.425 0.481
O -26.457290 8.091410 18.666180 0.392 0.815 -0.455 -0.983
H -26.771460 7.339070 19.167690 0.131 -0.458 0.162 0.490
H -27.251750 8.497270 18.319280 -0.069 0.296 -0.193 0.477
```
Forces are in eV/Å.

**Structure (SMILES)**: O.O.O.O.O.O.O.O.O.O.O
**Energy above the lowest of the compared OMol25 structures with the same formula, charge and spin**: 158.18 kJ/mol
**Largest force on an atom**: 1.01 eV/A
**Frontier orbital gap**: 9.6 eV
**HOMO energy**: -10.221 eV